Computed, not measured: 2 unconnected molecules or ions with the total composition C4H6N2S, with ωB97M-V/def2-TZVPD.

CARTESIAN COORDINATES (ANGSTROEM)
C: -0.2486 1.8349 -0.0372
C: 0.9208 1.1557 0.2052
C: -1.2539 0.9670 -0.3886
C: 0.6638 -0.2528 -0.0636
N: -0.7809 -0.2518 -0.3570
N: -1.4706 -1.4043 -0.2556
S: -4.0023 0.2817 0.6968
H: -0.2734 2.9606 -0.1407
H: 1.8419 1.6012 0.5316
H: 1.3092 -0.4933 -0.9471
H: 0.9262 -0.9095 0.7956
H: -1.0048 -1.8545 0.6022
H: -2.4534 -1.1355 0.1348

Cartesian forces (eV/Å) of the 2 atoms listed first:
3.9 3.1 -0.2
-1.6 1.8 0.1

Values from the calculation:
relative energy (zero: lowest compared OMol25 entry of this formula, charge and spin): 6.903 eV
highest occupied orbital energy (alpha / beta): -8.5 / -8.6 eV
frontier orbital gap (alpha / beta): 6.63 / 7.02 eV

Computed, not measured: C6H12N2 in the gas phase, with ωB97M-V/def2-TZVPD.

CARTESIAN COORDINATES (ANGSTROEM)
H: -1.8235 -1.1474 -1.6855
N: -1.7016 -2.0813 -1.2774
C: -1.4842 -1.9717 -0.0079
C: -1.4060 -0.6821 0.7018
C: -0.4966 0.2816 0.4390
C: -0.6715 1.6038 1.1530
C: 0.6864 0.1930 -0.5297
C: 1.8961 1.0427 -0.1086
N: 1.1865 -1.1702 -0.7043
H: -1.3736 -2.8730 0.6160
H: -2.1840 -0.5461 1.4463
H: 0.1516 1.7813 1.8522
H: -0.7097 2.4236 0.4280
H: -1.6010 1.6462 1.7319
H: 0.3471 0.5668 -1.5039
H: 2.2611 0.7636 0.8867
H: 1.6495 2.1098 -0.0966
H: 2.7270 0.9278 -0.8153
H: 2.0354 -1.1633 -1.2667
H: 0.5110 -1.7053 -1.2590

Cartesian forces (eV/Å) of the 2 atoms listed first:
0.1 -0.1 0.2
0.1 -0.2 1.4

Values from the calculation:
structure (SMILES): [H]/N=C\C=C(\C)[C@@H](C)N
relative energy (zero: lowest compared OMol25 entry of this formula, charge and spin): 1.186 eV
highest occupied orbital energy: -9.3 eV
frontier orbital gap: 10.17 eV

Computed, not measured: a molecular structure, C20H60ClN20O17PS, with ωB97M-V/def2-TZVPD.

CARTESIAN COORDINATES (ANGSTROEM)
C: 2.4948 -4.9135 1.9452
C: 2.0381 -4.9085 0.4235
O: 3.0452 -4.3544 -0.4211
C: 2.5529 -3.3307 -1.2792
C: 3.0951 -1.8891 -0.9331
C: 3.7498 -1.7892 0.4779
O: 5.2162 -1.7414 0.5196
S: 5.4534 -1.7543 2.1686
O: 6.8501 -1.2797 2.3543
O: 5.3571 -3.0523 2.8727
O: 4.2485 -0.6412 2.5032
C: 3.3788 -0.4880 1.3256
C: 1.8728 -0.6988 1.7325
C: 0.8335 0.1691 0.9312
C: -0.5349 -0.5805 0.7741
O: -1.0750 -0.9606 2.0403
C: -1.8565 -2.1396 1.8328
P: 3.8724 1.0448 0.3326
O: 2.9320 2.3667 0.8333
Cl: 5.8164 1.5299 1.0376
H: 2.1758 -3.9380 2.3900
H: 1.9705 -5.7056 2.5325
H: 3.5860 -5.1028 2.0542
H: 1.0615 -4.3751 0.3991
H: 1.9089 -5.9877 0.1420
H: 1.4429 -3.2835 -1.3680
H: 2.9324 -3.5656 -2.3058
H: 3.9233 -1.6508 -1.6687
H: 2.3172 -1.0999 -1.0908
H: 3.5360 -2.6078 1.2101
H: 1.7648 -0.6114 2.8432
H: 1.6329 -1.7757 1.5069
H: 1.1787 0.5011 -0.0771
H: 0.6763 1.1107 1.5231
H: -1.2369 0.1442 0.2960
H: -0.4281 -1.4562 0.0907
H: -2.5678 -2.0575 0.9752
H: -2.4576 -2.4362 2.7201
H: -1.1676 -2.9978 1.6044
H: 2.4913 2.1479 1.6707
C: 0.3492 4.5418 -0.8436
O: -0.2857 4.3427 0.1840
N: -0.1384 5.3007 -1.8656
N: 1.5870 4.0222 -1.0514
H: 0.3610 5.4799 -2.7182
H: -1.0504 5.6986 -1.7447
H: 1.9729 3.4461 -0.3150
H: 2.1240 4.1728 -1.8881
C: 5.0242 -2.1042 -4.5749
O: 4.3268 -2.2408 -3.5786
N: 4.6343 -1.3550 -5.6413
N: 6.2456 -2.6897 -4.6959
H: 5.1885 -1.2284 -6.4663
H: 3.7373 -0.9077 -5.5835
H: 6.5637 -3.2493 -3.9251
H: 6.8339 -2.5915 -5.5008
C: -1.8937 1.8040 -2.8996
O: -0.8325 1.3335 -2.5129
N: -2.9948 1.0360 -3.1282
N: -2.0625 3.1362 -3.1338
H: -3.8750 1.3994 -3.4464
H: -2.9072 0.0494 -2.9656
H: -1.2674 3.7357 -2.9738
H: -2.9224 3.5419 -3.4500
C: -5.2109 -0.0919 -6.2721
O: -5.7983 0.2570 -5.2576
N: -5.4739 -1.2715 -6.8984
N: -4.2459 0.6681 -6.8592
H: -5.0059 -1.5784 -7.7295
H: -6.1800 -1.8578 -6.4925
H: -4.0246 1.5445 -6.4239
H: -3.7529 0.4002 -7.6893
C: -1.9520 8.2453 -3.3503
O: -0.7957 7.8505 -3.3439
N: -2.7226 8.2694 -2.2267
N: -2.5661 8.6941 -4.4800
H: -3.6723 8.5888 -2.2081
H: -2.3009 7.9472 -1.3739
H: -2.0266 8.6905 -5.3263
H: -3.5124 9.0225 -4.5080
C: 0.1798 0.3327 5.4543
O: 0.4616 1.1093 4.5535
N: 0.3451 0.6482 6.7703
N: -0.3222 -0.9110 5.2206
H: 0.1222 0.0276 7.5250
H: 0.7142 1.5576 6.9801
H: -0.4572 -1.1779 4.2568
H: -0.5590 -1.5624 5.9456
C: 4.2504 7.0017 -1.8603
O: 4.2078 6.2702 -2.8405
N: 3.5200 6.7613 -0.7402
N: 5.0332 8.1164 -1.8127
H: 3.5360 7.3438 0.0747
H: 2.9338 5.9452 -0.7478
H: 5.5857 8.3228 -2.6243
H: 5.0836 8.7288 -1.0216
C: -3.6401 -4.6984 -0.5856
O: -2.7080 -3.9111 -0.6500
N: -4.8316 -4.3759 -0.0104
N: -3.5641 -5.9640 -1.0832
H: -5.6085 -5.0052 0.0537
H: -4.9226 -3.4501 0.3683
H: -2.6991 -6.2353 -1.5139
H: -4.3149 -6.6261 -1.0411
C: -4.5043 -1.1994 5.0785
O: -4.5611 -1.9693 4.1247
N: -5.2633 -1.3617 6.1970
N: -3.6798 -0.1223 5.1022
H: -5.2311 -0.7456 6.9867
H: -5.8869 -2.1476 6.2182
H: -3.1003 0.0324 4.2929
H: -3.6187 0.5159 5.8725
C: -2.0724 -5.1350 5.6223
O: -1.0581 -5.7036 5.9971
N: -3.3079 -5.7023 5.7150
N: -2.0585 -3.8871 5.0802
H: -4.1516 -5.2525 5.4125
H: -3.3602 -6.6233 6.1096
H: -1.1667 -3.4372 4.9939
H: -2.8840 -3.4032 4.7659

Cartesian forces (eV/Å) of the 2 atoms listed first:
-0.5 0.2 -0.5
0.4 -1.4 1.8

Values from the calculation:
highest occupied orbital energy: -8.6 eV
frontier orbital gap: 8.95 eV

Computed, not measured: a gas-phase ion, CH5N2S (charge +1), with ωB97M-V/def2-TZVPD.

CARTESIAN COORDINATES (ANGSTROEM)
N: -0.0424 -0.5875 0.6435
C: 0.3231 0.6474 -0.1849
N: -0.9191 1.3566 -0.6875
S: -0.0594 2.2220 0.5554
H: 0.9025 -1.0715 0.9127
H: -0.3697 -1.3685 0.0747
H: -0.6633 -0.1545 1.2774
H: 1.1788 0.5702 -0.8813
H: -0.9979 1.8329 -1.5743

Cartesian forces (eV/Å) of the 2 atoms listed first:
4.4 -0.7 -2.8
-1.5 1.9 -2.1

Values from the calculation:
structure (SMILES): [NH3+][C@H]1NS1
relative energy (zero: lowest compared OMol25 entry of this formula, charge and spin): 2.165 eV
highest occupied orbital energy: -13.7 eV
frontier orbital gap: 9.63 eV
charge: +1

Computed, not measured: a molecular structure, C32H39BNO2, with ωB97M-V/def2-TZVPD.

CARTESIAN COORDINATES (ANGSTROEM)
C: 3.1575 -6.9691 -1.0242
O: 1.8661 -6.4946 -0.5449
C: 1.6209 -5.1611 -0.6847
C: 0.3099 -4.6601 -0.4625
C: -0.0007 -3.3756 -0.8581
C: 0.9708 -2.5048 -1.3950
C: 0.7120 -1.0221 -1.3010
C: 1.5023 0.0308 -2.0621
C: 1.0742 0.8158 -3.1438
C: 1.8922 1.8446 -3.6147
C: 3.0999 2.1396 -2.9714
O: 3.9911 3.0749 -3.4943
C: 4.2014 3.0591 -4.8769
C: 4.3523 4.2949 -5.5219
C: 4.6553 4.3078 -6.8828
C: 4.8256 3.1075 -7.5839
C: 4.6512 1.8839 -6.9299
C: 4.3169 1.8502 -5.5756
C: 3.4863 1.4299 -1.8332
C: 2.6951 0.3767 -1.4183
C: 2.2589 -3.0059 -1.6227
C: 2.5982 -4.2910 -1.2277
H: 3.1586 -8.0446 -0.8555
H: 3.2671 -6.7495 -2.0943
H: 3.9887 -6.5069 -0.4743
H: -0.4181 -5.2891 0.0468
H: -0.9989 -2.9752 -0.6738
H: -0.3746 -0.8205 -1.2904
H: 0.0909 0.6413 -3.5912
H: 1.6004 2.4432 -4.4754
H: 4.2068 5.2132 -4.9527
H: 4.7693 5.2602 -7.4013
H: 5.0835 3.1160 -8.6443
H: 4.7679 0.9343 -7.4514
H: 4.1420 0.9102 -5.0462
H: 4.4011 1.6937 -1.3147
H: 2.9713 -0.1701 -0.5112
H: 3.0348 -2.3539 -2.0233
H: 3.6244 -4.6345 -1.3611
C: -2.4794 1.3597 0.5741
C: -3.3417 1.5278 1.8309
C: -3.2619 3.0201 2.1311
N: -2.9298 0.6797 3.0332
C: -3.4651 1.1251 4.3712
C: -4.7967 1.1470 4.7658
C: -5.1347 1.5922 6.0729
C: -4.1218 1.9805 6.9504
C: -2.7802 1.9303 6.5299
C: -2.4721 1.4983 5.2488
C: -3.2298 -0.7927 2.7500
C: -2.7709 -1.7186 3.8646
C: -2.6193 -1.3807 1.4723
B: -1.3811 1.0385 3.5339
H: 1.1265 -0.8967 -0.3348
H: -2.8369 2.0795 -0.1828
H: -1.4193 1.5766 0.7780
H: -2.5577 0.4015 0.0630
H: -4.3808 1.2164 1.6430
H: -3.5168 3.5658 1.2075
H: -3.9643 3.3497 2.9030
H: -2.2354 3.3046 2.4113
H: -5.6097 0.8312 4.1122
H: -6.1864 1.6381 6.3994
H: -4.3670 2.3241 7.9622
H: -1.9751 2.2314 7.1958
H: -1.3976 1.4268 4.8861
H: -4.3266 -0.7977 2.6479
H: -3.1723 -2.7195 3.6380
H: -1.6723 -1.7900 3.8742
H: -3.1409 -1.4422 4.8544
H: -2.6040 -2.4852 1.5372
H: -3.2484 -1.1907 0.5925
H: -1.5739 -1.0612 1.3192
H: -0.9713 1.9990 2.9544
H: -0.7379 0.0318 3.5536

Cartesian forces (eV/Å) of the 2 atoms listed first:
-0.7 0.3 0.3
0.7 0.0 0.2

Values from the calculation:
relative energy (zero: lowest compared OMol25 entry of this formula, charge and spin): 0.000 eV
highest occupied orbital energy: -9.8 eV
frontier orbital gap: 6.92 eV
charge: +1

Computed, not measured: a molecular structure, C19H28ClO2Pt, with ωB97M-V/def2-TZVPD.

CARTESIAN COORDINATES (ANGSTROEM)
O: -1.0776 -4.5659 -0.8227
C: -1.8580 -4.9788 0.2924
C: -1.0836 -6.2647 0.5012
H: -2.8952 -5.0614 -0.0080
H: -1.7188 -4.3236 1.1626
C: -0.1548 -5.7170 -0.6302
H: -1.6932 -7.0826 0.2039
H: -0.6050 -6.3815 1.4753
C: -0.1480 -6.6317 -1.8521
H: -1.1607 -6.8789 -2.1754
H: 0.3207 -7.6131 -1.6733
H: 0.3787 -6.2270 -2.7296
C: 1.2218 -5.1441 -0.2206
H: 1.1623 -4.5628 0.7057
H: 1.5912 -4.4156 -0.9484
H: 2.0372 -5.8279 -0.0258
Pt: -2.8035 0.3505 -0.4457
C: -0.3220 0.9638 1.7345
C: -1.5672 1.6551 1.7207
C: -2.6454 0.6527 1.6282
H: -1.7537 2.7275 1.7153
C: -1.9549 -0.6849 1.4460
C: -0.5632 -0.4277 1.5588
H: 0.1877 -1.2118 1.6548
H: 0.6646 1.4181 1.9124
H: -3.7284 0.7779 1.8335
H: -2.4339 -1.6812 1.4381
C: 0.6324 1.0737 -1.2694
C: 1.4088 0.0869 -1.9205
C: 0.4970 -0.9394 -2.3846
H: 2.4963 0.0047 -2.0592
C: -0.8337 -0.5056 -2.0823
C: -0.7942 0.7955 -1.5092
H: -1.5466 1.5970 -1.5938
H: 1.0042 1.8451 -0.6001
H: 0.7087 -1.8963 -2.8744
H: -1.7301 -1.1594 -2.1133
O: -4.3964 -1.5364 -2.0518
C: -4.4344 -2.9631 -2.3868
C: -5.8274 -3.3851 -2.9190
H: -4.2887 -3.4785 -1.4264
H: -3.6585 -3.2716 -3.1175
C: -6.7165 -2.1686 -2.5901
H: -6.1612 -4.2544 -2.3395
H: -5.8838 -3.6184 -3.9904
C: -5.7676 -1.0395 -2.1960
H: -7.3650 -2.3933 -1.7154
H: -7.3323 -1.9733 -3.4861
H: -6.0556 -0.5938 -1.2399
H: -5.7695 -0.2846 -2.9680
Cl: -4.6674 1.3477 -1.4485

Cartesian forces (eV/Å) of the 2 atoms listed first:
0.8 -0.3 -0.3
0.1 0.5 0.7

Values from the calculation:
highest occupied orbital energy (alpha / beta): -11.7 / -12.1 eV
multiplicity: 5
frontier orbital gap (alpha / beta): 9.44 / 5.34 eV
charge: +1

Computed, not measured: 2 unconnected molecules or ions with the total composition C11H19N2O2, with ωB97M-V/def2-TZVPD.

CARTESIAN COORDINATES (ANGSTROEM)
C: 3.5937 -1.5818 -1.8296
C: 4.1705 -1.0879 -0.6314
C: 2.3544 -1.0156 -1.9409
C: 3.2573 -0.2413 -0.0673
C: -2.5398 2.4090 0.3041
C: -2.4749 1.2501 -0.6876
C: -1.4744 2.2251 1.3813
C: -2.6073 -0.0822 0.0600
C: -1.6145 0.8511 2.0440
C: -0.3972 -2.1393 0.0483
C: -0.5913 -1.0574 1.0240
N: 2.1434 -0.2054 -0.8594
N: -1.5474 -0.1895 1.0411
O: 1.3489 -1.1411 -2.8447
O: 3.2397 0.4739 1.0859
H: 4.0476 -2.2711 -2.5113
H: 5.1441 -1.3303 -0.2583
H: -2.3783 3.3538 -0.2155
H: -3.5311 2.4478 0.7585
H: -3.2829 1.3269 -1.4144
H: -1.5290 1.2726 -1.2353
H: -0.4792 2.3163 0.9396
H: -1.5703 2.9917 2.1499
H: -3.5624 -0.0981 0.5964
H: -2.5871 -0.9228 -0.6329
H: -0.8312 0.7042 2.7890
H: -2.5895 0.7884 2.5403
H: 0.6662 -2.3246 -0.0884
H: -0.8515 -1.9492 -0.9222
H: -0.8248 -3.0641 0.4480
H: 0.1391 -0.9911 1.8237
H: 1.3638 0.4183 -0.7513
H: 1.6792 -1.5994 -3.6273
H: 4.1165 0.4630 1.4835

Cartesian forces (eV/Å) of the 2 atoms listed first:
-0.8 0.1 -0.5
-0.2 0.6 0.6

Values from the calculation:
relative energy (zero: lowest compared OMol25 entry of this formula, charge and spin): 1.375 eV
highest occupied orbital energy: -10.0 eV
frontier orbital gap: 6.10 eV
charge: +1

Computed, not measured: C14H13ClN2O6S in the gas phase, with ωB97M-V/def2-TZVPD.

CARTESIAN COORDINATES (ANGSTROEM)
C: 3.0920 3.8743 1.1124
C: 2.1830 3.2356 0.0272
O: 2.6200 2.3415 -0.7561
C: 0.6985 3.1727 0.2347
N: 0.1346 3.9114 1.1328
O: -1.2363 3.9545 1.2585
C: -0.1162 2.3139 -0.6585
O: -0.8774 2.8775 -1.3737
C: -0.3032 0.7694 -0.5705
C: -0.9277 0.0712 -1.5509
C: -0.9082 -1.2958 -1.5214
C: -0.4776 -2.1089 -0.4559
S: -0.8235 -3.8795 -0.6506
C: 0.5737 -4.5663 -1.4594
O: -1.3279 -4.4865 0.5826
O: -1.8906 -3.9677 -1.6853
C: 0.2587 -1.4592 0.5254
C: 1.0256 -2.3081 1.3764
N: 1.8998 -3.1744 0.8928
O: 2.3729 -3.9422 1.9148
C: 1.3462 -3.9238 2.8941
C: 0.8523 -2.4857 2.8629
C: 0.2814 -0.0329 0.5267
Cl: 1.1236 0.7438 1.8269
H: 2.6951 4.9411 1.1775
H: 3.0554 3.3443 2.0551
H: 4.1397 3.8208 0.6919
H: -1.5278 4.6031 0.6167
H: -1.2742 0.5288 -2.4246
H: -1.2987 -1.7603 -2.4351
H: 0.3295 -5.3400 -2.1580
H: 1.0704 -3.8274 -2.0894
H: 1.3417 -4.8676 -0.7389
H: 0.4475 -4.5280 2.5998
H: 1.6644 -4.2660 3.8466
H: -0.1390 -2.4117 3.1752
H: 1.5386 -1.8017 3.4061

Cartesian forces (eV/Å) of the 2 atoms listed first:
-0.2 1.7 -2.8
1.8 -4.8 0.7

Values from the calculation:
structure (SMILES): CC(=O)/C(=N/O)C(=O)c1ccc(S(C)(=O)=O)c(C2=NOCC2)c1Cl
highest occupied orbital energy: -9.5 eV
frontier orbital gap: 8.54 eV

Computed, not measured: 2 unconnected molecules or ions with the total composition C4H10S2, with ωB97M-V/def2-TZVPD.

CARTESIAN COORDINATES (ANGSTROEM)
C: 0.6551 1.0089 -1.2573
C: 1.5265 -1.2059 -0.2551
C: -1.5261 0.1148 1.3121
C: 1.0808 0.2199 -0.0264
S: 1.4893 3.0227 1.1872
S: 1.6662 1.0539 1.2784
H: 0.4295 1.9773 -0.8456
H: 1.5768 0.9368 -1.8696
H: -0.2898 0.7050 -1.7731
H: 1.9442 -1.6248 0.6384
H: 2.3662 -1.1264 -0.9483
H: 0.8818 -1.8852 -0.6758
H: -1.9467 -0.0610 0.3498
H: -2.4285 0.1451 1.9394
H: -0.9530 0.9940 1.4032
H: -0.8149 -0.7964 1.7131

Cartesian forces (eV/Å) of the 2 atoms listed first:
-0.5 -0.8 1.0
1.9 2.0 1.2

Values from the calculation:
relative energy (zero: lowest compared OMol25 entry of this formula, charge and spin): 2.014 eV
highest occupied orbital energy (alpha / beta): -8.2 / -8.2 eV
frontier orbital gap (alpha / beta): 7.64 / 7.64 eV